1.
A cluster of 2 separate species, C2H6N3 in total. Source: the OMol25 dataset; level of theory: ωB97M-V with the def2-TZVPD basis set.

Each line ends with the Löwdin charge.
Element x y z (Å)
C (0.37, -1.14, 0.04)  -0.033
C (0.72, 1.14, -0.04)  -0.064
N (-3.15, -0.69, 0.13)  0.087
N (-2.45, 0.09, -0.17)  0.011
N (-0.12, 0.10, 0.13)  0.056
H (-0.35, -1.95, -0.14)  0.129
H (1.31, -1.30, -0.48)  0.150
H (0.96, -1.06, 0.94)  0.182
H (1.79, 1.03, -0.20)  0.122
H (0.34, 1.82, -0.88)  0.207
H (0.58, 1.96, 0.67)  0.155

Output
Maximum force ... 0.0572 Eh/bohr
E_HOMO ... -16.843 eV
Charge ... +1
Energy relative to the best compared isomer or geometry (same formula, charge and spin) ... 422.6 kJ/mol
HOMO-LUMO gap ... 8.6436 eV

2.
A cluster of 12 separate species, C36H101N5O12 in total. Source: the OMol25 dataset; level of theory: ωB97M-V with the def2-TZVPD basis set.

Each line ends with the Löwdin charge.
Element x y z (Å)
C (3.40, 1.91, -5.07)  -0.066
O (2.37, 2.60, -4.32)  -0.198
C (2.37, 2.24, -2.94)  -0.195
C (1.80, 0.81, -2.57)  -0.404
C (0.48, 0.65, -3.24)  -0.057
N (1.74, 0.53, -1.12)  0.082
H (3.28, 0.79, -5.21)  0.100
H (4.27, 1.97, -4.43)  0.074
H (3.50, 2.41, -5.98)  0.071
H (3.41, 2.25, -2.52)  0.119
H (1.77, 2.99, -2.44)  0.111
H (2.46, 0.04, -3.01)  0.118
H (0.14, -0.35, -3.26)  0.047
H (0.51, 1.08, -4.21)  0.065
H (-0.34, 1.20, -2.76)  0.078
H (2.63, 0.71, -0.66)  0.049
H (1.08, 1.21, -0.76)  0.042
C (0.41, 2.34, 5.06)  -0.095
O (-0.84, 1.78, 4.65)  -0.224
C (-1.79, 1.92, 5.69)  -0.210
C (-3.16, 1.74, 5.03)  -0.423
C (-3.50, 2.72, 3.86)  -0.050
N (-4.15, 1.93, 6.11)  0.014
H (0.90, 1.74, 5.86)  0.088
H (0.29, 3.33, 5.46)  0.079
H (1.11, 2.22, 4.20)  0.093
H (-1.63, 1.13, 6.45)  0.130
H (-1.80, 2.91, 6.19)  0.130
H (-3.28, 0.76, 4.62)  0.106
H (-2.78, 2.81, 3.06)  0.041
H (-3.70, 3.70, 4.30)  0.079
H (-4.47, 2.42, 3.40)  0.085
H (-5.10, 2.27, 5.86)  0.089
H (-4.20, 1.10, 6.70)  0.067
C (-3.37, 1.68, -1.51)  -0.136
O (-2.44, 1.27, -0.58)  -0.215
C (-2.88, 0.07, 0.10)  -0.178
C (-1.84, -0.69, 0.90)  -0.408
C (-2.65, -1.82, 1.57)  -0.043
N (-1.19, 0.10, 1.93)  0.084
H (-3.03, 2.70, -1.94)  0.104
H (-4.36, 1.89, -1.04)  0.101
H (-3.48, 0.95, -2.31)  0.080
H (-3.71, 0.38, 0.76)  0.134
H (-3.39, -0.57, -0.66)  0.129
H (-1.08, -1.16, 0.30)  0.121
H (-3.30, -2.26, 0.83)  0.074
H (-3.18, -1.47, 2.45)  0.078
H (-1.89, -2.58, 1.83)  0.075
H (-0.85, 0.98, 1.55)  0.071
H (-1.99, 0.33, 2.53)  0.073
C (2.25, -3.34, -4.16)  -0.113
O (1.23, -3.99, -3.46)  -0.176
C (1.21, -3.79, -2.07)  -0.244
C (-0.15, -4.12, -1.66)  -0.405
C (-1.21, -3.13, -2.29)  -0.025
N (-0.14, -4.16, -0.21)  0.057
H (2.00, -3.40, -5.21)  0.084
H (3.31, -3.68, -4.04)  0.100
H (2.23, -2.27, -3.89)  0.073
H (1.98, -4.27, -1.43)  0.132
H (1.34, -2.69, -1.96)  0.121
H (-0.34, -5.15, -2.07)  0.156
H (-1.42, -3.33, -3.35)  0.075
H (-0.95, -2.06, -2.14)  0.069
H (-2.15, -3.26, -1.82)  0.042
H (-1.05, -4.17, 0.23)  0.067
H (0.45, -3.40, 0.12)  0.051
C (4.47, 1.63, 1.67)  -0.148
O (4.04, 0.45, 1.13)  -0.209
C (4.05, -0.59, 2.11)  -0.162
C (3.51, -1.89, 1.43)  -0.399
C (4.26, -2.18, 0.17)  -0.065
N (2.04, -1.97, 1.19)  0.071
H (5.53, 1.59, 1.88)  0.083
H (3.83, 1.95, 2.51)  0.086
H (4.45, 2.48, 0.91)  0.101
H (5.02, -0.79, 2.45)  0.100
H (3.51, -0.29, 3.00)  0.114
H (3.71, -2.64, 2.22)  0.130
H (4.00, -1.46, -0.63)  0.077
H (4.02, -3.16, -0.16)  0.046
H (5.37, -2.04, 0.34)  0.104
H (1.83, -1.24, 0.52)  0.033
H (1.45, -1.85, 2.01)  0.034
C (2.78, 6.48, -2.60)  -0.069
C (4.14, 6.03, -2.11)  -0.449
C (4.21, 6.01, -0.52)  -0.040
O (4.56, 4.73, -2.64)  -0.080
H (2.59, 7.53, -2.25)  0.092
H (1.98, 5.87, -2.21)  0.048
H (2.79, 6.49, -3.72)  0.093
H (4.90, 6.71, -2.51)  0.130
H (3.34, 5.43, -0.26)  0.045
H (4.09, 7.04, -0.13)  0.084
H (5.16, 5.54, -0.31)  0.072
H (3.97, 4.03, -2.30)  0.042
C (2.67, -5.75, 1.92)  -0.051
C (1.87, -6.96, 1.34)  -0.477
C (1.92, -8.18, 2.33)  -0.058
O (0.50, -6.63, 1.27)  -0.117
H (2.17, -5.38, 2.77)  0.064
H (2.66, -4.98, 1.15)  0.043
H (3.76, -5.92, 2.04)  0.086
H (2.26, -7.32, 0.36)  0.139
H (1.49, -9.04, 1.89)  0.047
H (1.38, -7.93, 3.28)  0.091
H (2.94, -8.44, 2.59)  0.063
H (0.40, -5.87, 0.59)  0.074
C (-3.65, -6.23, 2.07)  -0.088
C (-3.57, -6.96, 0.77)  -0.349
O (-2.46, -6.58, 0.00)  -0.122
H (-4.69, -6.14, 2.34)  0.064
H (-3.15, -5.27, 1.86)  0.075
H (-3.18, -6.74, 2.92)  0.082
H (-4.39, -6.76, 0.09)  0.108
H (-3.44, -8.05, 0.94)  0.118
H (-1.60, -6.77, 0.50)  0.090
C (0.89, -1.60, 6.01)  -0.073
C (-0.07, -1.60, 4.81)  -0.322
O (0.65, -1.27, 3.64)  -0.144
H (1.59, -0.73, 5.99)  0.074
H (1.58, -2.45, 5.94)  0.071
H (0.35, -1.66, 6.94)  0.059
H (-0.85, -0.89, 5.00)  0.076
H (-0.62, -2.55, 4.57)  0.123
H (0.02, -0.79, 3.06)  0.034
C (-2.24, 4.42, -4.31)  -0.078
C (-0.81, 4.20, -3.81)  -0.296
O (-0.72, 4.38, -2.39)  -0.099
H (-2.09, 4.55, -5.38)  0.082
H (-2.68, 5.34, -3.89)  0.088
H (-2.77, 3.56, -4.04)  0.026
H (-0.21, 4.94, -4.39)  0.112
H (-0.48, 3.17, -4.09)  0.105
H (-1.37, 5.04, -2.15)  0.070
C (-6.70, 2.86, -6.36)  -0.092
C (-5.55, 1.91, -6.18)  -0.375
O (-4.98, 2.01, -4.91)  -0.081
H (-7.23, 2.57, -7.29)  0.080
H (-6.31, 3.89, -6.54)  0.086
H (-7.39, 2.87, -5.51)  0.073
H (-4.80, 2.06, -6.97)  0.102
H (-5.81, 0.85, -6.45)  0.121
H (-4.47, 1.21, -4.71)  0.087
C (-0.62, 4.48, 1.71)  -0.081
C (0.43, 3.97, 0.76)  -0.284
O (0.14, 2.61, 0.31)  -0.129
H (-0.79, 3.75, 2.55)  0.068
H (-1.55, 4.73, 1.27)  0.052
H (-0.27, 5.45, 2.20)  0.107
H (1.32, 4.02, 1.28)  0.078
H (0.58, 4.63, -0.10)  0.095
H (-0.80, 2.62, -0.06)  0.091

Output
Maximum force ... 0.0526 Eh/bohr
E_HOMO ... -8.558 eV
Energy relative to the best compared isomer or geometry (same formula, charge and spin) ... 147.8 kJ/mol
HOMO-LUMO gap ... 8.9336 eV

3.
A cluster of 14 separate species, C25H76O17S in total. Source: the OMol25 dataset; level of theory: ωB97M-V with the def2-TZVPD basis set.

Each line ends with the Löwdin charge.
Element x y z (Å)
C (5.46, 2.39, 1.27)  -0.140
O (4.60, 1.21, 1.48)  -0.278
C (4.79, 0.25, 0.35)  -0.217
C (4.03, -1.20, 0.62)  -0.167
C (2.51, -0.87, 1.20)  -0.199
C (1.80, 0.24, 0.22)  -0.223
C (0.16, 0.14, 0.15)  -0.191
C (-0.56, 0.14, 1.65)  -0.187
C (-1.63, 1.38, 1.79)  -0.183
C (-3.19, 1.01, 1.51)  -0.286
C (-3.47, -0.35, 0.64)  -0.129
C (-3.34, -0.14, -1.00)  -0.192
O (-2.59, 1.06, -1.40)  -0.297
S (-3.47, 2.48, -1.04)  0.841
O (-2.49, 3.69, -1.26)  -0.386
O (-4.79, 2.63, -1.87)  -0.384
C (-3.87, 2.37, 0.82)  -0.154
H (6.05, 2.68, 2.26)  0.096
H (6.25, 2.25, 0.39)  0.101
H (4.78, 3.34, 1.03)  0.102
H (5.95, 0.06, 0.30)  0.113
H (4.42, 0.77, -0.65)  0.129
H (3.89, -1.73, -0.43)  0.114
H (4.61, -1.88, 1.39)  0.111
H (2.59, -0.37, 2.28)  0.119
H (1.82, -1.82, 1.27)  0.115
H (2.19, 0.07, -0.90)  0.115
H (2.12, 1.36, 0.48)  0.125
H (-0.20, -0.78, -0.50)  0.109
H (-0.20, 1.16, -0.38)  0.105
H (-0.96, -0.91, 1.97)  0.086
H (0.33, 0.39, 2.40)  0.117
H (-1.56, 1.75, 2.92)  0.123
H (-1.23, 2.31, 1.15)  0.124
H (-3.74, 0.89, 2.56)  0.151
H (-4.61, -0.64, 0.82)  0.130
H (-2.85, -1.29, 0.95)  0.109
H (-2.80, -1.09, -1.44)  0.146
H (-4.45, -0.15, -1.46)  0.115
H (-3.26, 3.27, 1.30)  0.130
H (-5.02, 2.44, 1.03)  0.109
C (1.93, -4.68, -0.47)  -0.155
O (3.21, -4.27, 0.00)  -0.147
H (1.36, -3.79, -0.75)  0.072
H (2.06, -5.32, -1.35)  0.076
H (1.41, -5.22, 0.32)  0.080
H (3.69, -5.08, 0.24)  0.060
C (6.64, -6.02, 0.38)  -0.152
O (5.55, -6.73, -0.16)  -0.138
H (6.26, -5.19, 0.99)  0.085
H (7.24, -6.68, 1.00)  0.077
H (7.25, -5.61, -0.43)  0.069
H (5.92, -7.46, -0.70)  0.095
C (5.46, -8.02, 3.39)  -0.166
O (4.37, -7.63, 2.57)  -0.135
H (5.21, -7.83, 4.43)  0.080
H (5.65, -9.09, 3.26)  0.076
H (6.35, -7.45, 3.11)  0.062
H (4.62, -7.82, 1.65)  0.053
C (-4.07, 6.22, -3.82)  -0.150
O (-2.79, 6.62, -3.35)  -0.147
H (-4.64, 7.10, -4.10)  0.069
H (-3.94, 5.57, -4.70)  0.081
H (-4.59, 5.68, -3.03)  0.075
H (-2.31, 5.82, -3.11)  0.078
C (-6.59, -0.64, -4.47)  -0.155
O (-5.83, -0.44, -3.29)  -0.148
H (-6.67, -1.72, -4.65)  0.078
H (-7.59, -0.22, -4.34)  0.083
H (-6.09, -0.17, -5.31)  0.083
H (-5.77, 0.53, -3.15)  0.066
C (-1.26, -2.03, 4.58)  -0.172
O (0.04, -2.15, 4.03)  -0.137
H (-1.99, -2.05, 3.76)  0.069
H (-1.45, -2.86, 5.26)  0.077
H (-1.34, -1.08, 5.12)  0.076
H (0.67, -2.13, 4.77)  0.084
C (-2.50, 9.81, -3.06)  -0.159
O (-2.72, 10.69, -4.14)  -0.136
H (-1.55, 10.06, -2.58)  0.083
H (-3.31, 9.92, -2.33)  0.080
H (-2.47, 8.78, -3.43)  0.047
H (-3.57, 10.45, -4.54)  0.069
C (-3.85, 7.83, -7.64)  -0.157
O (-4.55, 8.32, -6.51)  -0.140
H (-4.56, 7.66, -8.46)  0.080
H (-3.10, 8.56, -7.95)  0.079
H (-3.37, 6.88, -7.38)  0.075
H (-3.90, 8.45, -5.80)  0.055
C (-8.06, 3.72, 1.72)  -0.165
O (-6.78, 4.13, 2.17)  -0.143
H (-8.17, 2.64, 1.89)  0.080
H (-8.83, 4.26, 2.28)  0.076
H (-8.16, 3.93, 0.66)  0.078
H (-6.71, 5.08, 2.00)  0.087
C (-1.00, -1.66, 8.36)  -0.166
O (0.30, -1.78, 7.81)  -0.135
H (-1.73, -1.68, 7.55)  0.065
H (-1.19, -2.50, 9.04)  0.078
H (-1.09, -0.72, 8.90)  0.078
H (0.92, -1.76, 8.56)  0.085
C (8.19, -2.60, 1.11)  -0.140
O (8.03, -3.54, 0.06)  -0.173
H (8.81, -3.05, 1.89)  0.084
H (8.68, -1.70, 0.73)  0.080
H (7.21, -2.35, 1.53)  0.065
H (7.48, -3.11, -0.62)  0.101
C (-8.71, -3.64, -2.73)  -0.168
O (-7.43, -3.23, -2.29)  -0.134
H (-8.82, -4.71, -2.56)  0.079
H (-9.48, -3.10, -2.17)  0.076
H (-8.81, -3.43, -3.80)  0.071
H (-7.36, -2.28, -2.45)  0.051
C (10.84, -3.82, -1.17)  -0.176
O (11.01, -2.48, -1.58)  -0.131
H (9.81, -4.12, -1.39)  0.063
H (11.53, -4.46, -1.73)  0.075
H (11.02, -3.90, -0.10)  0.077
H (11.93, -2.24, -1.38)  0.082

Output
Maximum force ... 0.1183 Eh/bohr
E_HOMO ... -9.498 eV
Energy relative to the best compared isomer or geometry (same formula, charge and spin) ... 664.3 kJ/mol
HOMO-LUMO gap ... 9.9212 eV

4.
An isolated molecule of C3H7NO. Source: the OMol25 dataset; level of theory: ωB97M-V with the def2-TZVPD basis set.

Each line ends with the Löwdin charge.
Element x y z (Å)
C (0.61, -1.77, 0.12)  -0.082
N (-0.20, -0.63, 0.48)  -0.016
C (0.13, 0.62, 0.03)  -0.556
C (-1.02, 1.61, 0.02)  -0.011
O (1.24, 0.90, -0.38)  0.044
H (0.36, -2.13, -0.89)  0.087
H (0.45, -2.58, 0.83)  0.080
H (1.66, -1.48, 0.13)  0.083
H (-1.16, -0.80, 0.73)  0.126
H (-1.62, 1.41, -0.88)  0.087
H (-0.63, 2.62, -0.04)  0.082
H (-1.68, 1.51, 0.89)  0.077

Output
Maximum force ... 0.0070 Eh/bohr
E_HOMO ... -9.617 eV
Energy relative to the best compared isomer or geometry (same formula, charge and spin) ... 25.5 kJ/mol
HOMO-LUMO gap ... 10.5095 eV

Listing LUMO for the structures above in their given order: -8.20; 0.38; 0.42; 0.89 eV.